Record 1
73
Properties=species:S:1:pos:R:3 method="wB97M-V/def2-TZVPD" spin_multiplicity=2 s_squared=0.75 homo_lumo_gap_ev="8.97 / 8.77"
C -0.229 0.722 3.411
C 0.238 -0.654 2.582
C 1.456 -0.362 1.526
Br 2.900 -1.726 1.995
C 1.031 -0.396 -0.061
C 2.274 0.028 -1.094
C 3.407 0.999 -0.456
C 3.002 2.577 -0.285
C 3.681 3.093 1.155
O 5.116 3.410 1.031
C 5.704 3.448 2.402
O 6.607 2.528 2.775
C 0.539 -1.865 -0.591
C -1.055 -2.165 -0.569
C -1.511 -2.912 -1.996
C -1.297 -3.346 0.592
N -1.969 -1.033 -0.209
O -3.269 -1.289 -0.438
C -1.557 0.303 -0.765
C -1.637 0.454 -2.394
C -2.656 1.408 -0.155
C -0.089 0.812 -0.256
H -1.413 0.823 3.293
H 0.047 0.676 4.551
H 0.204 1.708 2.898
H 0.619 -1.395 3.425
H -0.743 -1.082 2.118
H 1.928 0.679 1.872
H 2.816 -0.989 -1.404
H 1.863 0.470 -2.124
H 4.331 0.985 -1.215
H 3.865 0.652 0.575
H 1.860 2.799 -0.183
H 3.452 3.285 -1.108
H 3.052 4.021 1.563
H 3.574 2.267 2.010
H 5.340 4.280 3.169
H 1.070 -2.782 -0.040
H 0.893 -1.968 -1.727
H -2.121 -3.900 -1.718
H -2.247 -2.258 -2.635
H -0.600 -3.270 -2.636
H -1.160 -4.432 0.169
H -2.412 -3.292 0.998
H -0.579 -3.209 1.523
H -1.029 -0.343 -3.000
H -2.794 0.399 -2.678
H -1.270 1.522 -2.718
H -2.894 1.174 0.992
H -3.653 1.425 -0.767
H -2.149 2.463 -0.163
H -0.255 1.452 0.719
H 0.298 1.579 -1.085
C -5.717 -4.471 1.932
Br -6.966 -3.599 3.141
Br -4.909 -3.209 0.691
Br -4.376 -5.499 2.895
H -6.296 -5.182 1.333
C -2.263 1.189 -6.127
Br -2.174 -0.724 -5.785
Br -0.538 2.051 -5.874
Br -3.017 1.577 -7.878
H -2.946 1.615 -5.384
C -7.399 0.304 1.917
Br -7.338 1.770 3.193
Br -8.669 0.644 0.483
Br -5.632 -0.132 1.231
H -7.758 -0.577 2.459
C 9.070 1.363 -0.120
Br 10.340 2.277 -1.276
Br 7.311 1.228 -0.940
Br 9.736 -0.372 0.456
H 8.958 1.977 0.779

***

Record 2
64
Properties=species:S:1:pos:R:3 method="wB97M-V/def2-TZVPD" spin_multiplicity=2 s_squared=0.76 total_charge=+1 homo_lumo_gap_ev="7.53 / 7.54" relative_energy_kj_mol=266.6
Ti 0.347 -1.101 0.157
Br 2.496 0.363 0.119
C 2.408 -2.078 3.486
Br 0.628 -1.859 2.997
H 3.040 -1.209 3.443
H 2.667 -3.004 3.970
C -1.016 1.711 3.019
Si 0.650 1.914 2.198
C 1.972 1.347 3.401
C 1.078 3.717 1.923
C 0.600 0.939 0.533
Si -0.097 2.067 -0.880
C -0.708 1.194 -2.423
C -1.628 2.896 -0.201
C 1.232 3.249 -1.456
Si 0.910 -1.560 -2.323
C 2.152 -0.573 -3.332
C -0.374 -2.284 -3.472
C 1.808 -2.988 -1.455
C 2.609 -3.989 -1.986
C 3.090 -4.996 -1.166
C 2.741 -4.989 0.176
C 1.955 -3.962 0.656
N 1.511 -2.971 -0.130
H -0.984 2.185 4.003
H -1.245 0.654 3.170
H -1.837 2.156 2.459
H 2.175 2.204 4.048
H 2.916 1.078 2.926
H 1.643 0.536 4.048
H 0.950 4.231 2.880
H 0.481 4.247 1.184
H 2.130 3.817 1.647
H -1.351 0.338 -2.220
H 0.095 0.901 -3.097
H -1.319 1.925 -2.964
H -2.379 2.144 0.055
H -2.043 3.512 -1.003
H -1.476 3.538 0.663
H 1.936 2.739 -2.116
H 1.799 3.703 -0.646
H 0.769 4.053 -2.034
H 1.696 -0.242 -4.266
H 3.000 -1.214 -3.589
H 2.546 0.300 -2.814
H -1.047 -1.503 -3.831
H -0.971 -3.052 -2.981
H 0.118 -2.721 -4.346
H 2.843 -3.980 -3.043
H 3.712 -5.785 -1.567
H 3.070 -5.769 0.848
H 1.653 -3.937 1.690
Se -1.811 -2.114 -0.043
C -3.105 -0.693 0.153
C -3.460 -0.267 1.426
C -4.468 0.675 1.578
C -5.121 1.185 0.465
C -4.772 0.743 -0.804
C -3.769 -0.202 -0.965
H -2.972 -0.683 2.298
H -4.748 1.001 2.571
H -5.909 1.916 0.587
H -5.293 1.122 -1.673
H -3.524 -0.575 -1.951

***

Record 3
67
Properties=species:S:1:pos:R:3 method="wB97M-V/def2-TZVPD" spin_multiplicity=2 s_squared=0.75 homo_lumo_gap_ev="7.43 / 7.43"
O 0.826 -0.099 -1.699
C -0.220 0.181 -2.456
C -0.039 1.546 -3.149
C 0.505 2.637 -2.486
H 0.732 2.537 -1.428
C 0.745 3.831 -3.162
H 1.192 4.658 -2.611
C 0.386 3.945 -4.507
H 0.558 4.888 -5.031
C -0.187 2.850 -5.171
H -0.491 2.940 -6.214
C -0.385 1.645 -4.490
H -0.804 0.770 -4.994
H -0.296 -0.561 -3.285
C -2.177 -1.466 -1.725
C -1.667 -0.050 -1.678
H -3.035 -1.586 -2.411
H -2.534 -1.822 -0.743
H -1.388 -2.147 -2.072
C -2.488 1.020 -1.522
C -3.979 0.983 -1.538
H -2.056 2.013 -1.447
H -4.369 1.384 -2.486
H -4.399 1.602 -0.741
H -4.371 -0.033 -1.425
Ce -0.667 -0.116 0.902
Cl -3.196 -0.070 1.550
C -1.138 -0.005 4.001
O -0.556 -0.800 3.205
N -1.175 -0.173 5.315
C -0.658 -1.385 5.930
C -1.943 0.721 6.171
H -1.667 0.877 3.614
H -0.052 -1.936 5.212
H -1.490 -2.008 6.282
H -0.064 -1.103 6.804
H -2.193 1.625 5.605
H -1.352 0.985 7.056
H -2.870 0.235 6.509
H 5.023 1.773 -1.335
H 4.901 1.848 1.145
C 3.925 1.730 -1.402
C 3.805 1.907 1.069
N 3.365 1.240 -0.150
H 3.623 1.056 -2.212
C 2.698 0.079 -0.103
O 2.021 -0.305 0.881
H 3.336 1.434 1.937
H 2.795 -0.521 -1.020
H 3.552 2.743 -1.616
H 3.530 2.968 1.023
H -0.064 -5.748 1.224
H 2.108 -5.727 -0.429
C -0.525 -5.195 0.394
C 1.489 -5.085 -1.068
N 0.481 -4.380 -0.287
H -1.318 -4.548 0.775
C 0.537 -3.066 -0.137
O -0.350 -2.393 0.475
H 2.127 -4.346 -1.562
H 1.398 -2.552 -0.584
H -0.932 -5.922 -0.318
H 1.011 -5.717 -1.824
O 0.342 1.693 2.239
C 0.119 2.583 1.365
O -0.500 2.315 0.294
H 0.470 3.623 1.540

***

Record 4
70
Properties=species:S:1:pos:R:3 method="wB97M-V/def2-TZVPD" spin_multiplicity=5 s_squared=6.17 total_charge=+1 homo_lumo_gap_ev="7.05 / 6.66"
Cr 0.332 0.903 -0.339
C 2.067 2.758 2.125
C 0.662 3.349 1.953
O -0.244 2.259 1.980
C -1.580 2.605 2.263
C -2.267 3.257 1.060
O -1.981 2.437 -0.050
C -2.322 3.000 -1.296
C -1.503 2.247 -2.340
O -0.158 2.181 -1.882
C 0.599 1.106 -2.325
C 2.117 1.906 -0.116
O 2.297 1.660 1.279
H 2.171 2.356 3.136
H 2.821 3.543 1.962
H 0.590 3.882 0.997
H 0.455 4.044 2.776
H -1.639 3.275 3.133
H -2.076 1.660 2.491
H -1.872 4.270 0.891
H -3.351 3.328 1.230
H -2.071 4.070 -1.308
H -3.399 2.888 -1.494
H -1.536 2.768 -3.305
H -1.904 1.234 -2.444
H 1.532 1.472 -2.766
H 0.066 0.456 -3.024
H 2.198 2.983 -0.327
H 2.979 1.438 -0.615
C -0.116 -1.654 4.731
N 1.048 -1.614 3.889
C 2.298 -2.075 4.183
C 3.076 -1.891 3.091
N 2.298 -1.318 2.103
C 1.048 -1.147 2.615
S -0.344 -0.592 1.842
C 2.716 -1.104 0.787
C 4.082 -0.995 0.517
C 4.503 -0.999 -0.795
C 3.550 -1.171 -1.801
C 2.222 -1.195 -1.444
N 1.778 -1.081 -0.181
H 0.085 -2.267 5.607
H -0.947 -2.072 4.161
H -0.392 -0.647 5.046
H 2.532 -2.522 5.128
H 4.100 -2.157 2.942
H 4.795 -0.910 1.320
H 5.548 -0.901 -1.036
H 3.841 -1.247 -2.836
H 1.451 -1.327 -2.187
C -4.741 -0.530 -1.173
C -3.983 -1.502 -2.060
O -3.066 -2.282 -1.295
P -1.565 -1.789 -1.034
O -1.482 -0.312 -0.887
Te -0.894 -3.241 0.742
O -0.768 -2.144 -2.393
C -0.600 -3.528 -2.700
C -0.272 -3.720 -4.171
H -5.444 0.046 -1.771
H -4.040 0.144 -0.686
H -5.289 -1.073 -0.404
H -3.446 -0.968 -2.852
H -4.668 -2.223 -2.514
H -1.527 -4.056 -2.451
H 0.212 -3.929 -2.078
H -1.107 -3.422 -4.801
H -0.078 -4.777 -4.345
H 0.605 -3.141 -4.452

***

Please write out number 1 again, unchanged.
73
Properties=species:S:1:pos:R:3 method="wB97M-V/def2-TZVPD" spin_multiplicity=2 s_squared=0.75 homo_lumo_gap_ev="8.97 / 8.77"
C -0.229 0.722 3.411
C 0.238 -0.654 2.582
C 1.456 -0.362 1.526
Br 2.900 -1.726 1.995
C 1.031 -0.396 -0.061
C 2.274 0.028 -1.094
C 3.407 0.999 -0.456
C 3.002 2.577 -0.285
C 3.681 3.093 1.155
O 5.116 3.410 1.031
C 5.704 3.448 2.402
O 6.607 2.528 2.775
C 0.539 -1.865 -0.591
C -1.055 -2.165 -0.569
C -1.511 -2.912 -1.996
C -1.297 -3.346 0.592
N -1.969 -1.033 -0.209
O -3.269 -1.289 -0.438
C -1.557 0.303 -0.765
C -1.637 0.454 -2.394
C -2.656 1.408 -0.155
C -0.089 0.812 -0.256
H -1.413 0.823 3.293
H 0.047 0.676 4.551
H 0.204 1.708 2.898
H 0.619 -1.395 3.425
H -0.743 -1.082 2.118
H 1.928 0.679 1.872
H 2.816 -0.989 -1.404
H 1.863 0.470 -2.124
H 4.331 0.985 -1.215
H 3.865 0.652 0.575
H 1.860 2.799 -0.183
H 3.452 3.285 -1.108
H 3.052 4.021 1.563
H 3.574 2.267 2.010
H 5.340 4.280 3.169
H 1.070 -2.782 -0.040
H 0.893 -1.968 -1.727
H -2.121 -3.900 -1.718
H -2.247 -2.258 -2.635
H -0.600 -3.270 -2.636
H -1.160 -4.432 0.169
H -2.412 -3.292 0.998
H -0.579 -3.209 1.523
H -1.029 -0.343 -3.000
H -2.794 0.399 -2.678
H -1.270 1.522 -2.718
H -2.894 1.174 0.992
H -3.653 1.425 -0.767
H -2.149 2.463 -0.163
H -0.255 1.452 0.719
H 0.298 1.579 -1.085
C -5.717 -4.471 1.932
Br -6.966 -3.599 3.141
Br -4.909 -3.209 0.691
Br -4.376 -5.499 2.895
H -6.296 -5.182 1.333
C -2.263 1.189 -6.127
Br -2.174 -0.724 -5.785
Br -0.538 2.051 -5.874
Br -3.017 1.577 -7.878
H -2.946 1.615 -5.384
C -7.399 0.304 1.917
Br -7.338 1.770 3.193
Br -8.669 0.644 0.483
Br -5.632 -0.132 1.231
H -7.758 -0.577 2.459
C 9.070 1.363 -0.120
Br 10.340 2.277 -1.276
Br 7.311 1.228 -0.940
Br 9.736 -0.372 0.456
H 8.958 1.977 0.779